{"formula": "C45H69BClFO39P", "method": "ωB97M-V/def2-TZVPD", "multiplicity": 1, "lumo_energy_ev": 1.4, "gap_ev": 7.164, "homo_ev": -5.72, "charge": -1, "total_energy_ev": -152848.8413, "symbols": ["Cl", "P", "F", "O", "O", "O", "O", "O", "O", "O", "O", "O", "O", "O", "O", "O", "O", "O", "O", "O", "O", "O", "O", "O", "O", "O", "O", "O", "O", "O", "O", "O", "O", "O", "O", "O", "O", "O", "O", "O", "O", "O", "C", "C", "C", "C", "C", "C", "C", "C", "C", "C", "C", "C", "C", "C", "C", "C", "C", "C", "C", "C", "C", "C", "C", "C", "C", "C", "C", "C", "C", "C", "C", "C", "C", "C", "C", "C", "C", "C", "C", "C", "C", "C", "C", "C", "C", "B", "H", "H", "H", "H", "H", "H", "H", "H", "H", "H", "H", "H", "H", "H", "H", "H", "H", "H", "H", "H", "H", "H", "H", "H", "H", "H", "H", "H", "H", "H", "H", "H", "H", "H", "H", "H", "H", "H", "H", "H", "H", "H", "H", "H", "H", "H", "H", "H", "H", "H", "H", "H", "H", "H", "H", "H", "H", "H", "H", "H", "H", "H", "H", "H", "H", "H", "H", "H", "H"], "xyz": [[1.2686, -0.4290, -0.6731], [-2.1039, 2.4127, 0.8053], [2.3186, 2.9538, -2.2517], [-11.6448, -1.7498, 2.4304], [7.1533, 5.4569, 5.5498], [1.9142, 6.6095, 5.2575], [7.9861, 1.4124, -2.9722], [-9.8056, -0.6195, 3.0758], [-1.3505, -1.0761, 5.6751], [0.4263, -3.3419, -6.9380], [7.6350, -2.8037, -0.3070], [1.1634, -8.6697, -8.5918], [-1.9262, -7.7314, -5.5776], [-3.5706, 2.5557, 0.6542], [5.7229, -1.9127, -1.0142], [-5.9893, -2.6462, 2.1674], [-2.5939, -6.1865, -7.0257], [6.3745, 1.6353, -1.4577], [-0.1482, -1.7518, 7.4170], [-4.0924, -7.1225, -5.6354], [2.8661, 9.4515, 1.2938], [6.2544, 6.9966, 4.2228], [4.0275, 7.6740, 0.6239], [2.2142, -10.5401, -9.2841], [6.6472, -3.6196, -2.1586], [-5.3169, -1.2236, 3.7363], [0.2238, -10.6939, -8.3037], [0.3097, 0.2354, 6.4540], [-3.3929, -0.6989, -3.7568], [-0.5678, -1.6535, -5.8455], [-3.1129, -2.8491, -4.3751], [1.7964, 7.5050, 0.8957], [-10.5097, -2.4241, 4.2198], [0.0985, 7.6517, 6.0893], [8.4689, 6.6042, 4.1245], [-4.2610, -3.1947, 3.5016], [-1.6781, 0.8967, 1.0530], [1.4039, -2.3869, -5.1486], [-1.6674, 3.2502, 2.1105], [-5.1598, -1.9839, -4.3221], [-0.1054, 5.6193, 5.2184], [8.5129, 2.0220, -0.8679], [5.7056, 1.4456, -2.7105], [4.2426, 9.8024, 1.4456], [7.3973, 6.3720, 4.5833], [-1.2009, 2.9762, -0.6507], [-3.8406, -1.7387, -4.1140], [2.7935, 8.1421, 0.9303], [-4.0034, -3.9519, -4.5667], [-11.7131, -3.1966, 4.2095], [5.9655, -1.3386, 0.2773], [-0.3622, -1.0406, -4.5568], [3.0977, 3.0676, 0.0231], [-0.8019, -7.4994, -6.4523], [1.1336, -1.1972, -4.3747], [-2.9741, -7.0291, -6.0443], [2.0051, -11.9336, -9.0405], [-1.7281, -2.4368, 5.8942], [2.4899, 4.4868, 0.1235], [5.8081, 5.6344, 6.0107], [-6.2359, -0.4853, 2.9136], [-10.5811, -1.5059, 3.2282], [-1.2396, -2.6702, 7.3108], [-12.1881, -3.0266, 2.7785], [5.1464, 6.3123, 4.8290], [1.1994, -9.8495, -8.7170], [-1.7288, -1.1332, 2.3514], [0.3406, 2.4246, 3.2773], [-0.3075, 1.9271, -1.3543], [0.7502, 6.6195, 5.5000], [0.5059, -11.9984, -8.8152], [7.7007, 1.7259, -1.6857], [2.4333, 2.1993, -1.0502], [7.4437, -1.6139, 0.4680], [-1.3093, 7.4129, 5.9766], [6.6613, -2.8556, -1.2480], [-5.1136, -2.4301, 3.1678], [-5.2866, -3.2542, -4.9690], [-2.3161, 0.2470, 2.1624], [-0.3331, -0.7608, 6.5030], [4.9366, 8.7729, 0.5740], [-0.2833, 3.5024, 2.4118], [-1.3663, 5.9050, 5.8260], [-6.9737, -1.5971, 2.1983], [6.8040, 0.8620, -3.5735], [0.4265, -2.5281, -6.0581], [-1.1522, -6.1629, -7.0692], [1.0400, 1.4969, -0.5365], [1.3748, 2.7220, 3.4829], [-11.4956, -4.2262, 4.4797], [3.1977, 5.2221, -0.2540], [2.9953, 2.5422, 0.9739], [-0.7612, -8.2994, -7.1806], [-7.2743, -1.3387, 1.1870], [-1.2170, -3.0617, 5.1604], [5.7292, -0.2778, 0.2691], [0.3103, 3.6606, 1.5114], [-1.9989, 3.3201, -1.3126], [0.3603, 1.4567, 2.7743], [-0.8054, -6.0520, -8.0918], [4.8496, 0.7889, -2.5809], [6.8537, -0.2264, -3.5052], [-0.1070, 2.2799, -2.3721], [-0.6946, -0.0080, -4.5759], [-3.6166, -4.6167, -5.3313], [8.0719, -0.8216, 0.0558], [5.3587, 2.4155, -3.0693], [2.2562, 4.7605, 1.1547], [0.1193, -7.4813, -5.8774], [-0.6209, 3.8637, -0.3718], [-5.6631, 0.1497, 2.2354], [0.2025, -12.7529, -8.0948], [-2.8014, -2.5494, 5.7685], [7.7237, -1.7928, 1.5026], [6.7418, 1.1562, -4.6175], [-0.9176, 1.0229, -1.4697], [-3.3918, 0.2062, 1.9716], [4.3697, 7.0183, 5.1057], [4.7387, 5.5980, 4.1131], [-12.4085, -2.7687, 4.9335], [5.8274, 6.2694, 6.8985], [5.0303, 9.1016, -0.4630], [2.3449, -12.5142, -9.8937], [1.5621, 4.5621, -0.4460], [-6.8835, 0.1308, 3.5304], [-0.8012, -5.3141, -6.4853], [-2.4442, -1.7689, 2.8753], [4.1721, 3.1627, -0.1845], [4.5156, 9.7053, 2.4969], [-7.8322, -1.9493, 2.7596], [-1.8205, 7.7834, 6.8612], [-0.9374, -1.5830, -3.8135], [-6.1836, -3.7609, -4.6240], [-2.1623, 0.8438, 3.0669], [-11.7690, -3.7788, 2.1084], [5.9099, 8.4675, 0.9486], [1.6986, -0.3673, -4.8027], [-4.1006, -4.4931, -3.6241], [1.4303, -1.3387, -3.3404], [-0.8919, -3.6840, 7.4921], [-0.1604, 2.3440, 4.2452], [5.3683, 4.6736, 6.2624], [-0.2684, 4.4429, 2.9690], [-5.3496, -3.0938, -6.0467], [4.4027, 10.8280, 1.1220], [3.1423, 1.3884, -1.2686], [-1.4475, -1.5950, 1.4037], [-2.1714, 5.5540, 5.1860], [-0.8244, -1.0871, 2.9639], [-13.2695, -3.0103, 2.6746], [2.5725, -12.2223, -8.1543], [-0.0498, -12.1373, -9.7441], [-1.4144, 5.3902, 6.7872], [-1.9911, -2.4047, 8.0574], [0.8759, 1.7211, 0.6390], [5.3451, -1.8445, 1.0180], [-1.6820, 7.9344, 5.0937]]}

=====

{"formula": "C24H38BGe2N4S2V", "method": "ωB97M-V/def2-TZVPD", "multiplicity": 1, "lumo_energy_ev": -13.5, "gap_ev": 5.895, "relative_energy_kj_mol": 0.0, "homo_ev": -19.44, "charge": 4, "total_energy_ev": -192490.8388, "symbols": ["Ge", "Ge", "V", "S", "S", "N", "N", "N", "N", "C", "C", "C", "C", "C", "C", "C", "C", "C", "C", "C", "C", "C", "C", "C", "C", "C", "C", "C", "C", "C", "C", "C", "C", "B", "H", "H", "H", "H", "H", "H", "H", "H", "H", "H", "H", "H", "H", "H", "H", "H", "H", "H", "H", "H", "H", "H", "H", "H", "H", "H", "H", "H", "H", "H", "H", "H", "H", "H", "H", "H", "H", "H"], "xyz": [[-0.9186, -0.6358, 1.0778], [0.4741, -1.7552, -3.0367], [0.6850, 1.1994, 1.5565], [-0.4092, 2.1554, 3.2880], [1.8723, 1.0455, -0.3295], [-1.0900, 3.9995, 1.4195], [-1.9647, 4.4370, 3.3719], [3.4515, 3.0950, 0.7513], [1.2828, 3.4394, 0.7914], [-0.3985, -2.3720, -1.3528], [-0.8092, -2.1272, -0.1034], [0.1995, -1.6488, 3.3583], [-0.8523, -3.5589, -3.4203], [2.2645, 2.5821, 0.4020], [3.2347, 4.3116, 1.3456], [-0.7209, -4.6786, -4.2609], [-2.3869, 5.4163, 2.5006], [-0.3019, -5.8856, -3.7351], [2.8591, -3.3253, -2.2912], [-0.5530, -3.6808, -2.0279], [-1.8451, 5.1444, 1.2834], [2.3637, -2.1633, -3.1485], [1.8907, 4.5178, 1.3947], [-1.8179, -0.3084, -4.2622], [4.7754, 2.5133, 0.4646], [-0.1265, -4.8969, -1.5205], [-0.3063, -0.3019, -4.0721], [-3.4979, -1.7139, 1.9022], [-0.0360, -5.9969, -2.3694], [0.9098, -0.6336, 2.4574], [-1.1890, 3.5902, 2.6951], [-2.6342, -0.4543, 1.9769], [-2.3590, 4.3406, 4.7893], [-0.2249, 3.2652, 0.4270], [1.7168, -1.0937, 1.8794], [-3.7206, -1.9961, 0.8736], [-1.9330, 5.6700, 0.3471], [2.5687, -2.3338, -4.2078], [-0.4723, 3.4157, -0.7223], [0.1694, -4.9843, -0.4827], [0.2246, -0.2939, -5.0262], [2.5082, -4.2787, -2.6830], [4.6986, 1.4289, 0.4646], [-2.1329, 0.6188, -4.7390], [-3.0395, -2.5614, 2.4129], [0.2714, -6.9537, -1.9662], [-2.5926, 5.3391, 5.1467], [-0.2102, -6.7538, -4.3737], [0.9486, -2.1602, 3.9665], [-0.2991, -2.4441, 2.7901], [5.1252, 2.8653, -0.5039], [-1.0116, -4.6072, -5.3014], [-3.2362, 3.7043, 4.8836], [-4.4490, -1.5166, 2.3966], [1.3335, 5.3548, 1.7805], [-3.1142, 0.3903, 1.4690], [5.4663, 2.8272, 1.2419], [-2.3584, -0.3981, -3.3172], [2.5384, -3.2477, -1.2495], [4.0500, 4.9358, 1.6768], [-2.1367, -1.1144, -4.9238], [-0.5453, 1.9606, 0.6065], [2.8699, -1.2249, -2.8953], [1.3914, 0.1476, 3.1225], [-1.3690, -2.9305, 0.3872], [3.9479, -3.3557, -2.2991], [-0.5217, -1.1770, 4.0229], [-2.4344, -0.1330, 3.0000], [0.0202, 0.5954, -3.5318], [-1.5323, 3.9385, 5.3694], [-1.5279, -2.7672, -3.7558], [-3.0331, 6.2185, 2.8181]]}

=====

{"formula": "C6H13NO", "method": "ωB97M-V/def2-TZVPD", "multiplicity": 1, "lumo_energy_ev": 0.9, "smiles": "CCC[C@@H](N)C(C)=O", "gap_ev": 10.269, "relative_energy_kj_mol": 108.6, "homo_ev": -9.41, "charge": 0, "total_energy_ev": -9970.0485, "symbols": ["O", "N", "C", "C", "C", "C", "C", "C", "H", "H", "H", "H", "H", "H", "H", "H", "H", "H", "H", "H", "H"], "xyz": [[0.6442, 2.0949, 1.4474], [-1.8059, 0.8820, 1.3342], [1.3147, 1.7577, -0.8200], [0.5493, -2.6506, -0.2532], [0.4665, -1.2418, 0.3162], [-0.7761, -0.4422, -0.4369], [0.4120, 1.5460, 0.3682], [-1.0364, 0.9400, 0.0950], [-1.3728, 1.4339, 2.0787], [1.3100, -3.2345, 0.2747], [0.2067, -1.2921, 1.3774], [-1.6530, -1.0862, -0.3148], [2.3476, 1.5695, -0.5154], [-0.5203, -0.4373, -1.4989], [-0.4047, -3.1770, -0.1501], [1.4653, -0.7996, 0.2602], [1.0843, 1.0807, -1.6417], [0.8105, -2.6301, -1.3159], [1.2056, 2.7869, -1.1706], [-2.7167, 1.3179, 1.2042], [-1.5308, 1.5819, -0.6386]]}

=====

{"formula": "C9H13OP", "method": "ωB97M-V/def2-TZVPD", "multiplicity": 3, "lumo_energy_ev": [0.4, -2.5], "gap_ev": [5.578, 6.411], "relative_energy_kj_mol": 64.8, "homo_ev": [-5.19, -8.91], "charge": 0, "total_energy_ev": -20874.5436, "symbols": ["P", "O", "C", "C", "C", "C", "C", "C", "C", "C", "C", "H", "H", "H", "H", "H", "H", "H", "H", "H", "H", "H", "H", "H"], "xyz": [[1.0911, -1.3100, -0.8523], [1.3272, -2.2222, 0.2635], [0.6808, 1.3204, -1.7062], [-0.0878, 0.3677, 0.8297], [1.3607, 0.6090, 0.5155], [-2.9647, -0.4859, 0.2195], [-1.7748, -1.1852, -0.3997], [-0.4705, 0.6300, -1.5096], [-0.5613, -0.3440, -0.3824], [1.7052, 1.1278, -0.7221], [2.4412, 0.3545, 1.5026], [-1.4160, -2.0956, 0.2510], [-2.0560, -1.5402, -1.4619], [2.7838, -0.6428, 1.7076], [-3.1534, 0.2926, -0.4033], [3.4203, 0.8106, 1.3119], [-1.2753, 0.6353, -2.3313], [0.9141, 1.9672, -2.6644], [2.6918, 1.2966, -0.9182], [-0.4582, 1.2296, 1.2993], [-2.5813, -0.0528, 1.0306], [-3.6629, -1.2221, 0.3821], [-0.0256, -0.3532, 1.6001], [2.0716, 0.8128, 2.4380]]}

=====

{"formula": "C13H38BBr2NO5", "method": "ωB97M-V/def2-TZVPD", "multiplicity": 1, "lumo_energy_ev": 0.3, "smiles": "C[C@@H](Br)[C@H](Br)BN.CCO.CCO.CCO.CCO.CCO", "gap_ev": 10.341, "relative_energy_kj_mol": 0.0, "homo_ev": -10.02, "charge": 0, "total_energy_ev": -166585.7945, "symbols": ["Br", "Br", "O", "O", "O", "O", "O", "N", "C", "C", "C", "C", "C", "C", "C", "C", "C", "C", "C", "C", "C", "B", "H", "H", "H", "H", "H", "H", "H", "H", "H", "H", "H", "H", "H", "H", "H", "H", "H", "H", "H", "H", "H", "H", "H", "H", "H", "H", "H", "H", "H", "H", "H", "H", "H", "H", "H", "H", "H", "H"], "xyz": [[0.5313, 0.2098, 0.0777], [0.3382, -4.0091, -1.9782], [1.7106, 3.8086, 1.8580], [-3.1292, 4.8582, 1.8347], [-1.0585, -5.6023, 1.8135], [5.5229, -3.3867, -0.9559], [-3.6866, 6.8796, -1.6788], [-2.4096, -2.6401, -0.5905], [1.1290, 4.8266, 1.0467], [-2.5985, 6.8813, -2.5995], [-0.4089, -7.7746, 0.9229], [-2.3089, 5.4840, -3.1114], [-2.5277, 4.8546, 3.1298], [-1.5308, -6.7844, 1.1730], [5.0699, -4.5793, -1.5941], [-0.0865, 4.3186, 0.2942], [-0.1268, -1.3914, -0.8396], [-3.5541, 5.0717, 4.2252], [1.0264, -2.3053, -1.2458], [6.2112, -5.5434, -1.8572], [2.0074, -2.6546, -0.1254], [-1.2885, -2.0375, 0.0443], [-0.5837, -1.0253, -1.7544], [-1.3099, -1.9895, 1.2329], [-2.3134, -2.6879, -1.6000], [-2.2823, -7.2144, 1.8327], [-2.0448, 3.8856, 3.2442], [1.8848, 5.2019, 0.3477], [-3.0865, 5.0489, 5.2102], [1.7822, -3.6098, 0.3302], [5.8520, -6.4584, -2.3299], [0.8541, 5.6397, 1.7172], [6.7097, -5.8031, -0.9233], [-3.5540, 5.7143, 1.7120], [-0.7837, -8.6829, 0.4489], [2.9945, -2.7696, -0.5643], [-1.7531, 5.6279, 3.1724], [-2.0205, -6.5168, 0.2291], [1.9743, 3.0857, 1.2784], [-1.7115, 7.2998, -2.1106], [6.1646, -2.9653, -1.5376], [-3.1886, 5.0624, -3.5979], [-2.5635, -3.5923, -0.2713], [4.3357, -5.0302, -0.9282], [0.1861, 3.4897, -0.3646], [2.0872, -1.8728, 0.6171], [-4.0525, 6.0363, 4.1022], [-0.4007, -5.2041, 1.2340], [6.9585, -5.0878, -2.5110], [4.5638, -4.3163, -2.5297], [-2.0510, 4.8267, -2.2777], [-4.3220, 4.2992, 4.1833], [0.3537, -7.3363, 0.2742], [0.0749, -8.0430, 1.8622], [-0.8374, 3.9457, 0.9881], [-1.4822, 5.4865, -3.8237], [-0.5336, 5.1104, -0.3097], [1.5902, -1.8832, -2.0633], [-3.4449, 6.2998, -0.9476], [-2.8790, 7.5444, -3.4160]]}

=====

{"formula": "C20H51F6N3O8PRb", "method": "ωB97M-V/def2-TZVPD", "multiplicity": 1, "lumo_energy_ev": -2.4, "gap_ev": 6.562, "homo_ev": -8.93, "charge": 0, "total_energy_ev": -68661.6701, "symbols": ["Rb", "P", "F", "F", "F", "F", "F", "F", "O", "O", "O", "O", "O", "O", "O", "O", "N", "N", "N", "C", "C", "C", "C", "C", "C", "C", "C", "C", "C", "C", "C", "C", "C", "C", "C", "C", "C", "C", "C", "H", "H", "H", "H", "H", "H", "H", "H", "H", "H", "H", "H", "H", "H", "H", "H", "H", "H", "H", "H", "H", "H", "H", "H", "H", "H", "H", "H", "H", "H", "H", "H", "H", "H", "H", "H", "H", "H", "H", "H", "H", "H", "H", "H", "H", "H", "H", "H", "H", "H", "H"], "xyz": [[6.2683, -1.7849, -0.0972], [0.0971, -0.8690, 2.1420], [0.3153, 0.7470, 1.9919], [1.6789, -0.7409, 2.4746], [0.7041, -0.9496, 0.6286], [-1.2973, -0.7566, 1.3670], [-0.4618, -0.7346, 3.6889], [0.0405, -2.5302, 2.2994], [7.9214, 12.0181, 0.3053], [3.5150, -5.7034, 5.9261], [-4.4307, 3.2680, -4.5933], [-4.8882, 5.6368, -1.4407], [5.6946, -4.1089, 5.4131], [3.8528, 7.9033, 3.1138], [-3.7925, -9.6902, -2.2451], [-2.3969, -14.6191, -0.3156], [6.1403, 9.2267, 1.8222], [-4.4776, 6.1821, -4.2571], [-2.9319, -11.5952, 0.0878], [5.1947, 7.2876, 3.1328], [-2.3478, -12.3525, -1.1537], [4.6898, -6.3627, 5.4740], [-2.4454, -10.1586, -0.0206], [6.7722, 11.2232, 0.5510], [6.2284, 8.3684, 3.0420], [5.7971, -5.3898, 6.0968], [7.8057, 12.7077, -0.8808], [-3.5301, -8.6492, -3.2359], [2.8141, 7.3277, 3.8227], [-3.5918, -9.4064, -0.8273], [-5.8399, 6.4680, -3.5982], [-5.5900, 6.7389, -2.0812], [-2.9763, -15.9358, -0.4255], [7.2154, 10.2470, 1.6246], [-2.9991, -13.6748, -1.2930], [-5.2658, 2.1730, -4.3407], [-5.6653, 4.4362, -1.3195], [-4.9204, 4.1810, -5.6006], [-4.3954, 5.6133, -5.5578], [5.9595, 11.8730, 0.8756], [-3.3675, 5.7677, -5.8859], [-4.0588, -15.8908, -0.5450], [-3.4797, -8.3393, -0.6354], [-1.4034, -10.1067, -0.3363], [-4.9674, 7.5991, -1.8351], [-4.1367, -8.6423, -4.1415], [-2.8417, -11.9246, -2.0260], [1.9515, 7.1798, 3.1730], [-2.7212, -16.6322, 0.3732], [-2.4770, -16.4515, -1.2458], [-5.8144, 4.1172, -0.2880], [-3.4751, -7.6126, -2.9032], [-4.9326, 1.5103, -5.1394], [6.1683, 8.9845, 3.9392], [6.8021, -5.8060, 6.1656], [-6.5786, 6.9925, -1.6986], [-2.6739, -14.0747, -2.2534], [7.4271, 10.8082, 2.5348], [4.6978, -6.4658, 4.3889], [-6.2868, 2.5488, -4.4065], [-2.4549, -9.6989, 0.9676], [3.0087, -5.3326, 5.1996], [2.9952, 6.3361, 4.2373], [-1.2722, -12.3841, -1.3279], [4.7968, -7.3443, 5.9355], [-4.4431, 5.2528, -3.8629], [-4.8656, 3.7634, -6.6060], [-2.5767, -8.9474, -3.6720], [5.3185, 6.6731, 4.0245], [8.8337, 13.0502, -0.9996], [-6.0903, 7.4390, -4.0256], [-2.5673, -12.1324, 0.8615], [2.5721, 7.8468, 4.7501], [4.8793, -3.6389, 5.6029], [-5.1235, 3.6100, -1.7797], [-5.1885, 1.8796, -3.2938], [-5.9722, 4.3374, -5.3612], [-4.0877, -13.6278, -1.2662], [7.5344, 12.1265, -1.7621], [6.4620, 10.6334, -0.3116], [5.2950, 6.5774, 2.3120], [-4.4669, -9.7019, -0.2485], [7.1953, 7.8823, 3.1723], [-6.6506, 4.4248, -1.7856], [5.5869, -5.3346, 7.1649], [7.1068, 13.5418, -0.9433], [5.3790, 9.8850, 1.9070], [-6.6552, 5.7607, -3.7504], [-5.0251, 6.1064, -6.2984], [8.1822, 9.8397, 1.3289]]}